Entry 1:
{"formula": "C20H18N4O3S2", "method": "wB97M-V/def2-TZVPD", "e_homo_ev": -8.28, "homo_lumo_gap_ev": 8.360, "smiles": "O=S(=O)(NCCSc1nnc(-c2ccco2)n1-c1ccccc1)c1ccccc1", "e_above_lowest_kj_mol": 740.1, "energy_ha": -2013.862627, "fmax_ev_per_a": 5.489, "species": ["O", "S", "O", "N", "C", "C", "S", "C", "N", "N", "C", "C", "C", "C", "C", "O", "N", "C", "C", "C", "C", "C", "C", "C", "C", "C", "C", "C", "C", "H", "H", "H", "H", "H", "H", "H", "H", "H", "H", "H", "H", "H", "H", "H", "H", "H", "H"], "xyz": [[-0.648, 2.348, 2.319], [-0.069, 3.052, 1.096], [0.315, 4.409, 1.501], [1.345, 2.095, 0.613], [2.631, 2.484, 1.240], [3.294, 1.240, 1.644], [2.157, 0.353, 2.803], [1.967, -1.329, 2.153], [2.569, -2.251, 2.818], [2.113, -3.471, 2.240], [1.218, -3.250, 1.277], [0.542, -4.236, 0.541], [0.473, -5.663, 0.700], [-0.384, -6.193, -0.266], [-0.746, -5.119, -0.969], [-0.154, -3.916, -0.609], [1.177, -1.881, 1.138], [0.367, -1.222, 0.279], [-0.962, -1.116, 0.569], [-1.884, -0.490, -0.385], [-1.357, -0.076, -1.646], [0.089, -0.093, -1.900], [0.901, -0.765, -0.966], [-1.081, 3.139, -0.348], [-2.504, 3.196, -0.077], [-3.464, 3.313, -1.167], [-2.950, 3.291, -2.402], [-1.608, 3.209, -2.724], [-0.697, 3.172, -1.751], [1.186, 1.203, 0.977], [3.283, 3.043, 0.546], [2.536, 3.092, 2.124], [3.498, 0.642, 0.781], [4.209, 1.394, 2.257], [0.961, -6.214, 1.607], [-0.757, -7.135, -0.431], [-1.630, -5.136, -1.653], [-1.380, -1.408, 1.450], [-2.938, -0.399, -0.115], [-2.047, 0.317, -2.286], [0.396, 0.337, -2.853], [1.960, -0.625, -1.297], [-2.865, 3.442, 0.965], [-4.506, 3.517, -0.810], [-3.611, 3.353, -3.213], [-1.285, 3.272, -3.790], [0.340, 3.076, -1.980]], "forces_ev_per_a": [[0.542, 0.990, -4.342], [1.483, -0.531, 5.258], [0.118, -1.293, -1.750], [-0.752, 3.706, -0.889], [-0.391, 1.437, -0.654], [0.838, -1.328, 1.522], [-0.276, -1.232, -0.685], [0.304, 0.876, -0.169], [-1.126, -2.660, -1.332], [0.019, -0.435, 0.670], [3.515, 2.553, 2.629], [-0.742, -4.372, -1.526], [2.124, 1.695, 3.627], [1.037, 2.447, 0.492], [-1.950, 1.282, -2.200], [-1.059, -1.893, 0.832], [1.019, -0.485, 2.021], [-0.840, 1.555, -3.194], [-1.499, 2.585, -3.991], [2.872, -0.896, -0.398], [2.481, -1.173, 3.580], [-3.217, -1.353, 1.348], [-0.175, 2.206, -1.422], [-3.417, -0.431, -1.454], [0.806, 1.398, -0.201], [1.127, 0.107, 4.494], [-0.628, -0.083, -1.684], [-0.352, 0.489, -1.667], [1.590, -0.661, 3.728], [-1.151, -1.784, 0.538], [-0.432, -0.172, 0.074], [-0.501, 0.554, 0.302], [0.300, -0.687, -0.356], [-0.477, 0.065, -0.799], [-0.939, 1.227, -2.013], [-0.585, -2.011, -0.095], [1.381, 0.755, 0.234], [-0.677, -1.002, 2.516], [0.342, -0.005, -0.280], [-1.389, 1.162, -2.006], [0.446, -0.256, 0.394], [-0.591, -1.019, 1.232], [0.567, -0.932, -1.153], [0.941, -0.434, -1.078], [-0.977, 0.167, -1.116], [-0.367, -0.219, 1.037], [0.657, 0.093, -0.073]], "lowdin_charge": [-0.357, 0.737, -0.317, -0.124, -0.329, -0.425, 0.998, -0.565, 0.035, 0.083, -0.223, -0.172, 0.004, -0.075, -0.112, 0.040, 0.021, -0.290, 0.026, -0.010, -0.056, -0.054, -0.004, -0.253, -0.026, -0.062, -0.120, -0.105, -0.081, -0.045, 0.129, 0.105, 0.077, 0.095, 0.152, 0.088, 0.143, 0.095, 0.104, 0.054, 0.102, 0.129, 0.130, 0.127, 0.094, 0.135, 0.103]}

Entry 2:
{"formula": "C20H18N4O3S2", "method": "wB97M-V/def2-TZVPD", "e_homo_ev": -8.25, "homo_lumo_gap_ev": 8.446, "smiles": "O=C(Nc1nnc(C2CC2)s1)c1cccc(S(=O)(=O)N2CCc3ccccc32)c1", "e_above_lowest_kj_mol": 305.1, "energy_ha": -2014.028330, "fmax_ev_per_a": 1.638, "species": ["O", "C", "N", "C", "N", "N", "C", "C", "C", "C", "S", "C", "C", "C", "C", "C", "S", "O", "O", "N", "C", "C", "C", "C", "C", "C", "C", "C", "C", "H", "H", "H", "H", "H", "H", "H", "H", "H", "H", "H", "H", "H", "H", "H", "H", "H", "H"], "xyz": [[-2.261, 1.846, -3.459], [-1.618, 1.183, -2.685], [-2.264, 0.305, -1.829], [-1.721, -0.734, -1.132], [-0.479, -1.068, -1.086], [-0.250, -2.172, -0.388], [-1.293, -2.717, 0.124], [-1.285, -3.952, 0.891], [-2.313, -4.186, 1.968], [-2.395, -4.958, 0.698], [-2.774, -1.828, -0.234], [-0.142, 1.251, -2.519], [0.715, 0.941, -3.568], [2.087, 1.019, -3.392], [2.608, 1.421, -2.173], [1.744, 1.761, -1.150], [2.387, 2.259, 0.449], [3.817, 2.262, 0.394], [1.704, 3.437, 0.886], [1.955, 1.000, 1.449], [2.673, -0.260, 1.278], [1.822, -1.327, 1.988], [0.537, -0.602, 2.264], [-0.647, -1.070, 2.787], [-1.712, -0.189, 2.933], [-1.572, 1.143, 2.584], [-0.374, 1.634, 2.081], [0.672, 0.743, 1.914], [0.378, 1.682, -1.304], [-3.276, 0.332, -1.883], [-0.283, -4.330, 1.048], [-3.040, -3.406, 2.140], [-1.991, -4.694, 2.864], [-3.178, -4.707, -0.003], [-2.127, -6.002, 0.703], [0.302, 0.628, -4.515], [2.749, 0.765, -4.206], [3.671, 1.490, -1.998], [3.673, -0.152, 1.700], [2.769, -0.479, 0.209], [1.658, -2.196, 1.352], [2.287, -1.657, 2.919], [-0.745, -2.106, 3.077], [-2.652, -0.545, 3.329], [-2.405, 1.819, 2.711], [-0.249, 2.676, 1.837], [-0.269, 1.961, -0.488]], "forces_ev_per_a": [[0.021, 0.070, -0.157], [0.060, -0.050, 0.015], [-0.746, 0.409, -0.064], [-0.263, -1.073, 0.732], [-0.115, 1.180, -0.868], [0.417, -1.391, 0.758], [-0.631, 0.425, -0.286], [-0.025, -0.343, 0.220], [0.035, 0.000, 0.139], [0.029, -0.130, -0.076], [0.767, 0.164, -0.261], [0.466, 0.468, -0.038], [-0.190, 0.082, 0.116], [-0.022, -0.017, 0.036], [0.166, -0.044, -0.019], [0.264, 0.234, 0.584], [-0.056, -0.167, 0.020], [-0.089, -0.334, -0.172], [-0.310, -0.203, -0.040], [0.699, 0.951, -0.392], [0.717, -0.449, -0.226], [-0.006, 0.019, 0.095], [0.155, 0.273, -0.125], [0.005, 0.199, 0.011], [-0.096, -0.099, 0.095], [-0.033, 0.002, -0.029], [-0.034, 0.071, 0.054], [-0.980, -0.181, 0.358], [-0.216, 0.088, -0.287], [0.242, 0.102, -0.101], [-0.039, -0.032, 0.020], [-0.051, 0.095, -0.009], [0.043, -0.055, 0.038], [-0.033, 0.066, -0.058], [0.050, -0.059, 0.044], [-0.034, -0.024, -0.100], [0.059, -0.016, -0.055], [0.126, -0.015, -0.059], [-0.074, -0.122, -0.104], [0.016, -0.100, 0.055], [0.050, 0.028, 0.013], [0.048, 0.003, -0.022], [-0.019, -0.135, 0.010], [-0.092, -0.017, 0.048], [-0.061, 0.068, 0.023], [-0.046, 0.080, 0.008], [-0.177, -0.020, 0.057]], "lowdin_charge": [0.120, -0.412, 0.117, -0.588, 0.041, 0.021, -0.556, -0.284, -0.130, -0.109, 1.102, -0.151, 0.000, -0.044, -0.043, -0.247, 0.687, -0.269, -0.263, -0.149, -0.137, -0.085, -0.168, -0.044, -0.101, -0.079, -0.026, -0.217, -0.007, 0.149, 0.144, 0.089, 0.105, 0.092, 0.104, 0.124, 0.110, 0.114, 0.122, 0.121, 0.098, 0.121, 0.108, 0.099, 0.104, 0.100, 0.116]}

Entry 3:
{"formula": "C20H19BCl3F6O2PdSbSi", "method": "wB97M-V/def2-TZVPD", "e_homo_ev": [-5.29, -5.35], "s_squared": 0.80, "homo_lumo_gap_ev": [5.946, 6.014], "total_charge": -1, "e_above_lowest_kj_mol": 280.5, "energy_ha": -3586.602462, "spin_multiplicity": 2, "fmax_ev_per_a": 1.604, "species": ["Pd", "Cl", "Si", "Cl", "Cl", "C", "C", "C", "C", "C", "C", "C", "C", "O", "B", "O", "C", "C", "H", "H", "H", "H", "H", "H", "H", "H", "H", "H", "H", "H", "C", "C", "C", "C", "C", "C", "C", "C", "C", "C", "H", "H", "H", "H", "H", "H", "H", "F", "Sb", "F", "F", "F", "F", "F"], "xyz": [[-0.956, -2.897, 1.084], [0.481, -2.353, 3.307], [-1.335, -3.949, 3.227], [-0.415, -5.398, 4.417], [-2.538, -2.988, 4.593], [-1.021, 5.600, -1.310], [0.070, 4.783, -0.606], [1.174, 4.486, -1.624], [0.689, 5.603, 0.535], [-0.529, 3.518, -0.010], [-1.608, 3.626, 0.871], [-2.190, 2.532, 1.493], [-1.642, 1.297, 1.222], [-1.972, 0.064, 1.683], [-1.113, -0.823, 1.066], [-0.226, -0.134, 0.245], [-0.566, 1.175, 0.338], [-0.003, 2.261, -0.293], [-0.596, 6.514, -1.722], [-1.815, 5.875, -0.624], [-1.456, 5.021, -2.120], [1.552, 5.422, -2.029], [0.795, 3.886, -2.448], [2.005, 3.962, -1.158], [1.130, 6.520, 0.148], [1.469, 5.022, 1.026], [-0.058, 5.864, 1.281], [-2.017, 4.602, 1.088], [-3.034, 2.636, 2.158], [0.815, 2.104, -0.973], [2.613, -1.300, -2.544], [1.225, -1.502, -2.487], [0.693, -2.345, -1.552], [1.523, -3.019, -0.627], [0.993, -3.849, 0.388], [1.819, -4.569, 1.204], [3.218, -4.457, 1.063], [3.761, -3.609, 0.140], [2.937, -2.868, -0.731], [3.447, -1.976, -1.697], [3.019, -0.614, -3.275], [0.580, -0.989, -3.187], [-0.375, -2.533, -1.528], [1.425, -5.225, 1.971], [3.856, -5.034, 1.719], [4.834, -3.493, 0.068], [4.519, -1.835, -1.752], [-1.902, -4.600, -0.348], [-3.590, -3.517, -0.262], [-3.594, -2.478, 1.410], [-5.243, -2.609, -0.596], [-4.296, -4.949, 0.816], [-3.934, -4.391, -1.939], [-2.618, -2.067, -1.118]], "forces_ev_per_a": [[0.156, 1.324, -0.716], [-0.406, 0.022, 0.232], [0.649, 0.581, 0.464], [0.090, -0.281, 0.012], [-0.384, 0.136, 0.341], [0.171, -0.099, 0.107], [0.097, 0.186, -0.042], [-0.177, -0.017, 0.170], [-0.069, -0.074, -0.125], [-0.064, 0.028, 0.007], [0.038, 0.054, -0.053], [-0.059, -0.400, 0.121], [0.794, 0.547, -0.763], [-0.460, -1.232, 0.449], [0.760, -0.265, 0.167], [0.204, -1.087, -0.050], [-0.785, 0.611, 0.552], [-0.046, -0.350, 0.097], [0.037, 0.119, -0.061], [-0.124, 0.071, 0.055], [-0.090, -0.042, -0.120], [0.049, 0.108, -0.055], [0.002, -0.080, -0.124], [0.111, -0.066, -0.008], [0.059, 0.138, -0.033], [0.065, -0.009, 0.077], [-0.054, 0.053, 0.086], [-0.017, 0.067, 0.007], [-0.051, 0.022, 0.075], [0.172, 0.024, -0.115], [0.278, -0.009, 0.050], [-0.288, -0.117, 0.069], [-0.028, 0.053, -0.217], [-0.131, -0.049, -0.195], [0.733, 0.441, 0.265], [-0.635, -0.154, -0.069], [0.073, 0.028, -0.200], [0.101, -0.069, 0.147], [-0.382, -0.068, 0.119], [0.077, 0.151, -0.151], [0.072, 0.028, -0.050], [-0.056, 0.002, -0.009], [0.005, 0.072, 0.002], [-0.051, 0.117, 0.095], [0.043, -0.019, 0.041], [0.082, 0.001, -0.016], [0.059, -0.001, -0.032], [-1.245, 0.877, 0.053], [-1.143, -1.016, -0.483], [0.732, -0.579, -1.122], [0.622, -0.420, 0.233], [0.304, 0.850, -0.766], [0.172, 0.407, 0.788], [-0.060, -0.612, 0.696]], "lowdin_spin": [0.241, -0.019, 0.074, 0.028, 0.028, 0.000, 0.000, 0.000, 0.000, 0.000, 0.000, 0.000, 0.000, -0.001, 0.010, 0.004, 0.001, 0.000, 0.000, 0.000, 0.000, 0.000, 0.000, 0.000, 0.000, 0.000, 0.000, 0.000, 0.000, 0.000, 0.005, -0.006, 0.021, 0.067, 0.456, 0.043, 0.022, -0.024, 0.019, 0.000, 0.000, -0.001, 0.005, 0.007, 0.004, -0.001, 0.001, 0.017, -0.001, 0.000, 0.000, 0.001, 0.000, 0.000]}

Entry 4:
{"formula": "C20H19ClN2", "method": "wB97M-V/def2-TZVPD", "e_homo_ev": -7.41, "homo_lumo_gap_ev": 7.614, "smiles": "CN1CCC/C1=C1/C(Cl)=Nc2ccccc2[C@H]1c1ccccc1", "energy_ha": -1343.204411, "fmax_ev_per_a": 3.836, "species": ["C", "N", "C", "C", "C", "C", "C", "C", "Cl", "N", "C", "C", "C", "C", "C", "C", "C", "C", "C", "C", "C", "C", "C", "H", "H", "H", "H", "H", "H", "H", "H", "H", "H", "H", "H", "H", "H", "H", "H", "H", "H", "H"], "xyz": [[-3.227, 0.878, 2.219], [-3.008, 0.646, 0.761], [-3.994, 1.176, -0.189], [-3.293, 1.226, -1.512], [-1.856, 1.394, -1.112], [-1.763, 0.608, 0.170], [-0.608, -0.025, 0.643], [-0.566, -0.999, 1.727], [-1.937, -1.986, 2.100], [0.536, -1.212, 2.442], [1.734, -0.557, 2.140], [2.792, -0.643, 3.047], [4.036, 0.007, 2.758], [4.179, 0.736, 1.559], [3.094, 0.795, 0.684], [1.873, 0.191, 0.981], [0.722, 0.302, 0.010], [0.960, -0.586, -1.184], [1.354, 0.009, -2.373], [1.659, -0.786, -3.494], [1.524, -2.176, -3.423], [1.080, -2.782, -2.214], [0.836, -1.970, -1.110], [-2.323, 0.697, 2.788], [-4.059, 0.259, 2.573], [-3.595, 1.925, 2.357], [-4.258, 2.200, 0.098], [-4.935, 0.592, -0.222], [-3.622, 2.003, -2.176], [-3.387, 0.268, -2.023], [-1.197, 0.996, -1.887], [-1.668, 2.446, -0.863], [2.580, -1.252, 3.957], [4.861, 0.014, 3.465], [5.132, 1.219, 1.396], [3.195, 1.370, -0.220], [0.678, 1.333, -0.317], [1.430, 1.104, -2.514], [2.002, -0.312, -4.411], [1.683, -2.837, -4.298], [0.853, -3.856, -2.179], [0.504, -2.414, -0.153]], "forces_ev_per_a": [[-0.920, 0.458, -1.215], [0.213, -0.038, 0.368], [-1.030, 0.398, 0.745], [0.141, -0.885, -0.252], [0.849, -0.298, -0.003], [1.049, -0.858, 1.021], [-2.135, 0.669, 0.117], [3.485, 0.780, 1.401], [0.034, -0.079, 0.004], [-2.882, -0.673, -1.130], [-0.210, 0.454, 0.081], [1.071, 0.060, 0.250], [-1.542, -0.200, -0.164], [-0.641, -0.959, 1.104], [0.181, 0.151, 0.413], [0.632, 0.305, -0.354], [-0.309, -0.401, 0.089], [0.466, 0.540, -0.500], [0.353, -0.146, -1.201], [-0.112, -0.463, 0.420], [-0.448, -0.593, 0.387], [0.019, 0.746, -0.727], [-0.278, -0.682, 0.426], [-0.042, 0.012, -0.058], [0.408, -0.198, 0.017], [0.543, -0.487, -0.111], [-0.149, 0.048, 0.233], [0.526, 0.133, 0.216], [-0.353, 0.339, -0.174], [-0.131, -0.046, -0.112], [0.200, 0.460, 0.201], [0.311, -0.036, -0.242], [0.542, 0.682, -0.737], [-0.210, -0.259, -0.020], [-0.117, 0.136, -0.370], [-0.055, 0.095, -0.332], [0.102, 0.226, -0.262], [-0.060, -0.669, 0.463], [-0.116, -0.095, 0.083], [0.033, 0.682, 0.563], [0.356, 0.512, 0.043], [0.226, 0.180, -0.681]], "lowdin_charge": [-0.054, -0.120, -0.170, -0.171, -0.109, -0.175, -0.140, -0.676, 0.727, 0.083, -0.254, -0.007, -0.072, -0.085, -0.029, -0.120, -0.195, -0.200, -0.053, -0.086, -0.090, -0.066, -0.019, 0.067, 0.079, 0.093, 0.118, 0.130, 0.113, 0.123, 0.115, 0.140, 0.119, 0.092, 0.095, 0.108, 0.136, 0.122, 0.097, 0.104, 0.106, 0.122]}